{"formula": "C32H56O14Y", "method": "ωB97M-V with the def2-TZVPD basis set", "elements": ["Y", "C", "C", "O", "H", "H", "H", "H", "H", "C", "C", "O", "H", "H", "H", "H", "H", "C", "C", "C", "O", "C", "H", "H", "H", "H", "H", "H", "H", "H", "C", "C", "C", "O", "C", "H", "H", "H", "H", "H", "H", "H", "H", "O", "C", "O", "C", "C", "C", "H", "H", "H", "H", "H", "H", "O", "C", "O", "C", "C", "C", "H", "H", "H", "H", "H", "H", "O", "C", "O", "C", "C", "C", "H", "H", "H", "H", "H", "H", "O", "C", "O", "C", "C", "C", "H", "H", "H", "H", "H", "H", "O", "C", "O", "C", "C", "C", "H", "H", "H", "H", "H", "H"], "coordinates": [[-0.4876, -0.8888, 3.4722], [-1.0916, 3.1986, 2.8385], [-1.3816, 2.6313, 4.2095], [-1.1233, 1.2271, 4.2689], [-1.8081, 3.9980, 2.6495], [-1.3296, 2.5162, 2.0225], [-0.0332, 3.4539, 2.7868], [-2.4498, 2.7406, 4.3967], [-0.8093, 3.1813, 4.9566], [0.9785, 0.8966, -0.1871], [0.1500, -0.3547, -0.0850], [-0.5362, -0.7139, 1.0704], [1.7377, 0.7915, 0.5879], [0.3689, 1.7860, -0.0276], [1.4957, 0.8794, -1.1465], [0.8053, -1.2010, -0.2908], [-0.6244, -0.2887, -0.8492], [-1.5353, -3.1702, -2.5791], [-0.8139, -2.6801, -3.8223], [-1.7162, -3.3342, -4.8720], [-2.1187, -4.5386, -4.3803], [-1.8752, -4.6067, -2.9815], [-2.4450, -2.5833, -2.4525], [-0.9554, -3.1777, -1.6562], [0.1656, -3.1577, -3.7977], [-0.6535, -1.6063, -3.9187], [-1.4326, -3.3558, -5.9243], [-2.6017, -2.7065, -4.9713], [-1.1016, -5.3308, -2.7257], [-2.7544, -4.9206, -2.4190], [-0.9205, 4.1353, -1.9277], [-1.9922, 3.1909, -1.4674], [-3.1057, 3.5180, -2.4465], [-2.6172, 4.1565, -3.6684], [-1.1917, 4.1766, -3.4798], [-0.0165, 3.6255, -1.5944], [-0.9579, 5.1512, -1.5344], [-2.1765, 3.3251, -0.4015], [-1.7177, 2.1489, -1.6314], [-3.8159, 4.1784, -1.9489], [-3.6265, 2.5790, -2.6339], [-0.9094, 5.0807, -4.0193], [-0.7780, 3.2553, -3.8898], [2.0372, -4.7461, -3.3221], [2.7129, -3.7349, -2.9711], [3.4827, -3.7656, -1.9037], [4.2375, -2.5422, -1.6967], [3.4601, -1.5464, -2.5104], [2.9052, -2.3652, -3.6733], [5.2436, -2.6774, -2.0937], [4.3187, -2.1845, -0.6703], [4.0673, -0.6944, -2.8161], [2.6286, -1.1676, -1.9161], [3.5082, -2.3970, -4.5808], [1.9474, -1.8949, -3.8958], [1.5786, 0.3149, 3.6026], [2.8690, 0.4819, 3.4851], [3.4996, -0.0977, 2.6144], [4.9499, -0.0380, 2.7752], [4.9830, 0.1372, 4.2825], [3.7989, 1.0604, 4.4991], [5.3023, 0.8746, 2.2945], [5.5489, -0.9021, 2.4874], [5.8464, 0.6269, 4.7329], [4.8971, -0.7102, 4.9627], [4.0766, 2.0775, 4.2225], [3.2093, 1.1517, 5.4113], [5.2270, 1.6126, -0.4544], [4.5812, 2.6064, -0.0990], [4.3722, 2.9475, 1.1779], [3.4798, 4.0679, 1.3541], [3.2619, 4.6109, -0.1104], [3.8568, 3.6368, -1.0417], [3.9831, 4.8726, 1.8899], [2.5764, 3.7814, 1.8926], [3.5583, 5.6474, -0.2718], [2.1922, 4.7730, -0.2428], [4.6880, 3.9929, -1.6503], [3.1147, 3.1648, -1.6856], [-2.9840, -0.6025, 2.7474], [-3.8721, 0.0508, 2.2165], [-4.7857, 0.7685, 2.8692], [-5.6288, 1.5579, 2.0791], [-5.4152, 1.0450, 0.6666], [-4.2112, 0.0446, 0.7534], [-5.3995, 2.6235, 2.0724], [-6.6452, 1.2795, 2.3575], [-5.1214, 1.7013, -0.1526], [-6.2487, 0.4245, 0.3374], [-3.4794, 0.2484, -0.0283], [-4.5920, -0.9663, 0.6072], [-1.2663, -3.0446, 3.1259], [-1.8105, -3.8785, 2.3571], [-1.7995, -5.1907, 2.6285], [-2.3809, -5.9707, 1.6623], [-2.5113, -5.0574, 0.4470], [-2.5479, -3.5975, 0.9646], [-3.2951, -6.3498, 2.1191], [-1.7024, -6.7521, 1.3198], [-3.3862, -5.2391, -0.1772], [-1.7414, -5.2780, -0.2923], [-3.5014, -3.1249, 1.2004], [-1.8715, -2.8728, 0.5114]], "e_homo_ev": [-3.38, -7.43], "homo_lumo_gap_ha": [0.136, 0.285], "s2": 0.751, "charge": 0, "energy_ha": -2344.48388, "spin_multiplicity": 2, "largest_force_ev_per_a": 8.0}



{"formula": "C32H57N9O4P2RbS2", "method": "ωB97M-V with the def2-TZVPD basis set", "elements": ["Rb", "C", "C", "C", "C", "C", "C", "C", "S", "O", "O", "N", "C", "C", "O", "O", "H", "H", "H", "H", "H", "H", "H", "H", "H", "N", "C", "C", "N", "H", "H", "H", "H", "H", "H", "H", "H", "C", "P", "C", "C", "C", "C", "C", "C", "C", "P", "C", "C", "H", "H", "H", "H", "H", "H", "H", "H", "H", "H", "H", "H", "H", "H", "H", "H", "C", "N", "C", "C", "S", "N", "C", "C", "H", "H", "H", "H", "H", "H", "H", "H", "H", "H", "H", "H", "C", "N", "C", "N", "C", "N", "C", "N", "C", "C", "H", "H", "H", "H", "H", "H", "H", "H", "H", "H", "H", "H"], "coordinates": [[0.2156, 0.1929, 0.3827], [8.0278, 0.2871, 4.5604], [6.8788, 0.3673, 3.5895], [7.0909, 0.6801, 2.2515], [6.0298, 0.7430, 1.3568], [4.7403, 0.5061, 1.8023], [4.5061, 0.1840, 3.1362], [5.5758, 0.1154, 4.0153], [3.3590, 0.5896, 0.6750], [3.7978, 1.3847, -0.4656], [2.3342, 1.2664, 1.4864], [2.9915, -0.8277, 0.1977], [2.7937, -1.9231, 1.1612], [1.4582, -1.8975, 1.9524], [1.4839, -1.4788, 3.1266], [0.4268, -2.2359, 1.2958], [8.9635, 0.5888, 4.0893], [8.1545, -0.7307, 4.9357], [7.8611, 0.9330, 5.4247], [8.0994, 0.8785, 1.9041], [6.1868, 0.9911, 0.3147], [3.4926, -0.0258, 3.4623], [5.3949, -0.1422, 5.0537], [3.6217, -1.9846, 1.8776], [2.7932, -2.8409, 0.5689], [1.5191, -0.9986, -2.7238], [1.1162, -2.3869, -2.4750], [-0.3853, -2.5828, -2.5840], [-1.0737, -1.9152, -1.4759], [2.5196, -0.9387, -2.5469], [1.1544, -0.4126, -1.9787], [1.4421, -2.7440, -1.4883], [1.6002, -3.0126, -3.2294], [-0.5817, -3.6637, -2.6185], [-0.7307, -2.1561, -3.5312], [-0.6337, -2.2014, -0.5984], [-2.0394, -2.2127, -1.4123], [-3.2458, 0.5250, 4.2333], [-2.2202, 0.6651, 2.7111], [-0.6397, 1.2422, 3.4387], [-2.9177, 2.2189, 2.0055], [-2.6838, 3.4573, 2.5988], [-3.1849, 4.6263, 2.0487], [-3.9498, 4.5622, 0.8945], [-4.1919, 3.3377, 0.2902], [-3.6721, 2.1545, 0.8193], [-3.7604, 0.5643, -0.1084], [-4.9065, 0.9952, -1.4855], [-4.9568, -0.4096, 0.9054], [-3.2190, 1.4414, 4.8269], [-2.8628, -0.3017, 4.8336], [-4.2803, 0.3068, 3.9648], [-0.7959, 1.8469, 4.3356], [-0.0776, 1.8538, 2.7286], [-0.0314, 0.3649, 3.6814], [-2.0694, 3.5139, 3.4892], [-2.9619, 5.5804, 2.5090], [-4.3405, 5.4677, 0.4470], [-4.7686, 3.3170, -0.6251], [-4.4326, 1.6906, -2.1798], [-5.8614, 1.4134, -1.1578], [-5.0980, 0.0713, -2.0344], [-5.7917, 0.1987, 1.2588], [-4.4423, -0.8562, 1.7546], [-5.3480, -1.2188, 0.2848], [2.1661, 3.3837, 3.9278], [2.9781, 4.1127, 2.9733], [3.8105, 5.1274, 3.6019], [2.4355, 4.4215, 1.7391], [0.7774, 4.4785, 1.4662], [3.3485, 4.7131, 0.7901], [2.9707, 5.2903, -0.4825], [4.7231, 4.2345, 0.8376], [2.8212, 3.0618, 4.7395], [1.7627, 2.4996, 3.4483], [1.3546, 3.9973, 4.3371], [3.1901, 5.8557, 4.1420], [4.4069, 5.6631, 2.8703], [4.4854, 4.6512, 4.3150], [2.0444, 5.8470, -0.3766], [2.8411, 4.5152, -1.2417], [3.7711, 5.9576, -0.8105], [4.8440, 3.5339, 1.6576], [5.4257, 5.0665, 0.9511], [4.9335, 3.7019, -0.0895], [-1.1505, 3.0175, -1.7118], [-1.3597, 4.0061, -2.7770], [-0.0409, 4.4997, -3.1854], [0.8377, 3.4279, -3.6592], [0.9913, 2.4490, -2.5738], [-0.3032, 1.9020, -2.1464], [-0.9402, 1.2599, -3.3017], [-1.1400, 2.2090, -4.4091], [-1.9595, 3.3180, -3.9211], [0.1735, 2.7507, -4.7767], [-2.1201, 2.6207, -1.4059], [-0.6861, 3.5109, -0.8548], [0.4261, 4.9885, -2.3280], [-0.1703, 5.2327, -3.9867], [1.4654, 2.9242, -1.7150], [1.6304, 1.6349, -2.9167], [-1.9062, 0.8556, -2.9886], [-0.3068, 0.4405, -3.6410], [-2.9378, 2.9299, -3.6250], [-2.1017, 4.0386, -4.7316], [0.0439, 3.4634, -5.5961], [0.8079, 1.9300, -5.1163]], "e_homo_ev": -4.65, "homo_lumo_gap_ha": 0.250, "charge": -1, "e_above_lowest_kj_mol": 29.2, "energy_ha": -3550.58726, "largest_force_ev_per_a": 1.3}



Q: What is the formula in the second record?
A: C32H57N9O4P2RbS2